[1]
ORCA calculation (the ωB97M-V functional and the def2-TZVPD basis) on a structure of composition C37H72N2OP2S4Sn at a distorted geometry.

XYZ file:
```
119
Properties=species:S:1:pos:R:3:mulliken_charge:R:1
Sn 0.48258 -1.28747 -1.24916 0.618
C 0.30637 -4.40560 -2.85893 -0.894
C 1.52146 -4.76334 -1.99202 -1.040
S 1.82639 -3.66931 -0.54419 0.673
C 3.58889 -3.35464 -0.69554 -0.843
C 4.03698 -2.59209 -1.93980 -0.878
S 3.10591 -1.07487 -2.23782 -0.033
C 2.56698 -1.24999 -3.96151 0.462
C 1.74439 -2.46885 -4.36743 -1.115
S 0.18960 -2.70145 -3.43735 0.221
H -0.60850 -4.54533 -2.28921 0.404
H 0.25815 -5.05579 -3.73298 0.686
H 2.44264 -4.79932 -2.57062 0.491
H 1.34766 -5.75684 -1.57835 0.622
H 4.11213 -4.31046 -0.65045 0.565
H 3.83617 -2.80150 0.21254 0.317
H 3.96964 -3.20761 -2.83543 0.450
H 5.08119 -2.30683 -1.81290 0.634
H 3.45463 -1.18891 -4.59375 0.940
H 1.97929 -0.35146 -4.09050 -1.327
H 2.31226 -3.39425 -4.28036 0.643
H 1.46917 -2.34709 -5.41492 0.698
S -1.81713 -4.64076 1.08631 -0.293
C -1.29973 -3.50221 0.12891 0.787
N -0.94158 -2.70714 -0.68667 -0.931
C -1.69157 2.24086 -0.55466 -1.730
C -1.97307 2.01883 -2.03924 2.376
C -2.67730 3.25501 -2.60606 -1.881
C -2.89217 0.78819 -2.11074 -1.397
P -0.35454 1.60295 -2.92546 -0.998
N 0.09838 0.03775 -2.61380 0.373
C -0.62619 1.67525 -4.79076 2.560
C 0.47824 0.92047 -5.53289 -1.849
C -0.67803 3.14311 -5.25441 -1.685
C -1.93088 0.95674 -5.15681 -1.915
C 1.05748 2.77100 -2.40265 2.865
C 1.67305 2.18129 -1.14452 -1.554
C 0.57988 4.20662 -2.14101 -1.856
C 2.16981 2.81502 -3.45580 -1.727
H -2.65643 2.26923 -0.04469 0.991
H -1.18519 3.17574 -0.33856 0.067
H -1.11910 1.42968 -0.12061 -0.109
H -3.57850 3.42807 -2.01423 0.492
H -2.99064 3.13768 -3.64022 0.278
H -2.06661 4.15144 -2.52729 0.382
H -3.80290 1.02751 -1.55765 0.477
H -2.43295 -0.07813 -1.63310 -0.062
H -3.18488 0.50337 -3.11293 0.462
H 1.48540 1.18792 -5.23071 0.369
H 0.38406 1.15391 -6.59557 0.647
H 0.33925 -0.15463 -5.42006 0.100
H 0.29871 3.50781 -5.56189 0.340
H -1.07702 3.82690 -4.51260 0.285
H -1.33210 3.20498 -6.12541 0.480
H -1.95986 -0.05672 -4.75801 0.137
H -1.96149 0.88102 -6.24562 0.665
H -2.82238 1.49497 -4.84946 0.348
H 0.95028 2.02062 -0.35925 -0.348
H 2.44048 2.86815 -0.77862 0.839
H 2.16143 1.23665 -1.36244 -0.246
H -0.13597 4.29103 -1.33403 0.275
H 0.16365 4.67182 -3.03200 0.356
H 1.45411 4.79735 -1.85575 0.543
H 2.59923 1.82801 -3.63436 0.212
H 2.96886 3.44191 -3.05338 0.605
H 1.86371 3.25512 -4.39912 0.307
O 0.14021 -0.20411 0.75300 -0.635
P -0.19280 -0.22723 2.28434 -0.374
C -1.67569 -1.28396 2.49644 3.156
C -2.69928 -1.09042 1.35342 -0.188
C -3.78198 -0.05413 1.64118 -0.158
C -4.52524 -0.41276 2.91852 -1.267
C -3.54987 -0.42553 4.08448 -0.466
C -2.39629 -1.40469 3.85765 -1.459
C 1.27523 -0.97438 3.08247 0.845
C 1.58050 -2.37697 2.51160 0.073
C 1.02312 -3.56136 3.31103 -0.434
C 1.21556 -3.43064 4.83328 -0.926
C 1.99906 -2.18363 5.20464 -1.263
C 1.32387 -0.94687 4.62589 -0.625
C -0.46497 1.49838 2.83306 2.199
C 0.64873 2.45200 2.35358 -0.241
C 1.74624 2.70038 3.38390 -0.622
C 1.15246 3.24936 4.67168 -1.068
C 0.19147 2.23487 5.26987 -0.793
C -0.89919 1.79063 4.29210 -1.360
H -1.18048 -2.24448 2.31374 -1.855
H -3.20012 -2.05070 1.20453 0.656
H -2.17793 -0.85768 0.42778 -0.984
H -4.47187 -0.02565 0.79570 0.394
H -3.34921 0.94609 1.74134 0.055
H -4.98466 -1.39859 2.80127 0.413
H -5.32514 0.30217 3.11451 0.523
H -4.06315 -0.70874 5.00464 0.475
H -3.18222 0.59042 4.22639 0.039
H -2.81283 -2.41564 3.89444 0.367
H -1.68409 -1.34079 4.68254 0.301
H 2.04374 -0.29327 2.69177 0.627
H 2.66928 -2.47931 2.47045 0.865
H 1.23186 -2.43325 1.47760 -1.223
H 1.52456 -4.46145 2.95097 0.707
H -0.03009 -3.70404 3.08762 -0.285
H 1.71741 -4.31478 5.22528 0.340
H 0.24164 -3.38412 5.32708 0.359
H 3.02834 -2.25337 4.84156 0.362
H 2.05219 -2.08710 6.28926 0.513
H 1.86297 -0.05909 4.94673 0.212
H 0.31936 -0.88313 5.05084 0.161
H -1.34208 1.68852 2.19842 -0.783
H 0.18312 3.41434 2.11875 0.819
H 1.08276 2.07046 1.43881 -0.701
H 2.46988 3.40122 2.96455 0.516
H 2.28456 1.77194 3.59969 0.134
H 0.63013 4.18709 4.46029 0.384
H 1.94192 3.47442 5.38954 0.501
H -0.30594 2.65438 6.14574 0.543
H 0.76026 1.37808 5.62239 0.078
H -1.63248 2.59884 4.22962 0.531
H -1.41460 0.93684 4.72252 0.235
```

Results
total charge: +2
E_tot: -112304.763 eV
energy relative to the best compared isomer or geometry (same formula, charge and spin): 93.1 kJ/mol
F_max: 1.7 eV/A

=====

[2]
ORCA calculation (the ωB97M-V functional and the def2-TZVPD basis) on a cluster of 5 separate species, C37H73ClFN5O17PS2 in total at a distorted geometry.

XYZ file:
```
137
Properties=species:S:1:pos:R:3:mulliken_charge:R:1
C 0.51521 -5.46323 -2.14907 -1.365
C 0.28681 -3.95678 -2.29802 0.374
C 1.55738 -3.09763 -2.13603 0.596
F 2.62063 -3.91257 -1.83417 -0.403
N 1.87623 -2.35742 -3.34773 0.649
C 1.86429 -1.02213 -3.51949 -0.214
N 1.11359 -0.14385 -2.89826 0.339
C 0.10685 -0.39608 -1.86170 -1.050
C 0.61387 -0.10655 -0.44562 -0.075
C -0.49233 0.41990 0.47131 -1.223
C -1.57855 -0.61940 0.78050 -0.814
C -1.06823 -1.82078 1.58678 0.174
C -1.84830 -3.07051 1.20298 -0.455
O -1.68148 -4.13203 2.15378 -0.362
C -0.81866 -5.11442 1.73179 0.796
C 0.56894 -5.02770 2.30845 -1.099
O -1.16876 -5.97646 0.97581 -0.499
N 2.73823 -0.66735 -4.52946 0.120
P 2.78356 1.03296 -5.03864 -0.256
N 4.04593 1.04637 -6.12474 -0.376
O 1.53337 1.13931 -6.10345 -0.486
C 2.50356 -1.83902 -5.46141 0.059
S 3.47184 -1.88837 -6.97567 -0.027
N 1.06810 -1.82756 -5.73872 -0.048
C 0.49322 -2.08911 -6.85087 0.825
C -0.41736 -1.08683 -7.49353 -1.365
C 0.61221 -3.40890 -7.56644 -1.321
C 2.73949 -2.94316 -4.39339 -0.556
C 4.22608 -3.13839 -3.98180 -1.197
C 4.77149 -2.34179 -2.77846 -0.200
C 6.22523 -1.90267 -2.94009 -1.281
C 6.35625 -0.84549 -4.05347 0.566
S 6.51114 0.80045 -3.43640 1.104
O 6.63150 1.70020 -4.53940 -0.577
O 5.44202 1.00618 -2.50738 -0.495
Cl 8.26817 0.77640 -2.45951 -0.206
H 0.79465 -5.73693 -1.13482 0.198
H -0.42017 -5.97290 -2.37851 0.436
H 1.25336 -5.82997 -2.86077 0.359
H -0.13024 -3.77646 -3.29049 0.344
H -0.45171 -3.64984 -1.55686 -0.533
H 1.43451 -2.42474 -1.29213 -0.098
H 1.24172 0.82779 -3.15085 0.322
H -0.69613 0.31615 -2.06193 0.492
H -0.32349 -1.38559 -1.99895 0.233
H 1.37858 0.66955 -0.52198 0.318
H 1.07072 -0.97715 0.02738 0.231
H -0.02807 0.70903 1.41668 0.369
H -0.96001 1.30947 0.04463 0.407
H -1.98909 -0.99905 -0.16361 0.357
H -2.37946 -0.12761 1.33060 0.459
H -1.21198 -1.66869 2.65717 0.372
H -0.00245 -1.99544 1.42291 -0.123
H -1.55123 -3.43170 0.21449 0.111
H -2.91274 -2.83663 1.17051 0.302
H 0.96210 -4.01452 2.23445 0.332
H 0.56354 -5.33317 3.35482 0.346
H 1.21365 -5.69917 1.74599 0.336
H 4.65524 0.24603 -6.19259 0.182
H 4.57851 1.90581 -6.06819 0.372
H 0.70586 0.93367 -5.64638 0.360
H 3.77663 -3.19076 -6.89498 0.250
H 0.22499 -0.24319 -7.75870 0.312
H -0.91732 -1.47612 -8.37569 0.450
H -1.13654 -0.70155 -6.76760 0.284
H 0.97898 -3.27327 -8.58571 0.333
H -0.40346 -3.80750 -7.63376 0.473
H 1.22060 -4.11774 -7.01007 0.294
H 2.40046 -3.89857 -4.78933 0.365
H 4.86824 -2.96232 -4.84672 0.598
H 4.34607 -4.19262 -3.73230 0.460
H 4.73779 -2.98737 -1.90294 0.421
H 4.15891 -1.47787 -2.52062 0.194
H 6.49143 -1.43570 -1.99016 0.521
H 6.89908 -2.73920 -3.11211 0.341
H 7.18575 -1.06641 -4.72144 0.559
H 5.41331 -0.78488 -4.59828 -0.942
C -0.29677 -9.82419 7.12229 -1.072
C -0.29651 -11.00666 6.17910 -0.187
O -1.03282 -10.74096 4.97193 -0.381
C -0.42448 -9.95843 4.08666 0.787
O 0.67858 -9.48222 4.19253 -0.571
O -1.24222 -9.78809 3.04788 -0.379
C -0.73184 -8.91004 2.04056 -0.450
H -1.31909 -9.51551 7.34374 0.289
H 0.19991 -10.09175 8.05478 0.354
H 0.22553 -8.97511 6.68452 0.305
H -0.80754 -11.85369 6.63183 0.289
H 0.71608 -11.32065 5.92684 0.310
H 0.24651 -9.24408 1.69986 0.308
H -0.66599 -7.89660 2.42305 0.099
H -1.43956 -8.93800 1.21845 0.244
C 1.20562 6.05715 -0.08946 -1.179
C -0.15779 5.43269 -0.28692 -0.116
O -0.49767 4.51040 0.76662 -0.288
C -0.84506 5.07353 1.92618 0.720
O -0.90824 6.25431 2.14405 -0.585
O -1.10874 4.10070 2.79680 -0.272
C -1.42247 4.55938 4.11913 -0.620
H 1.96821 5.28391 0.01596 0.321
H 1.45539 6.68421 -0.94512 0.388
H 1.22667 6.67448 0.80640 0.307
H -0.17101 4.83087 -1.19459 0.280
H -0.93785 6.18884 -0.37453 0.262
H -2.23725 5.27903 4.09649 0.249
H -0.54354 5.00348 4.58287 0.349
H -1.72515 3.68932 4.69372 0.190
C -2.57167 10.35692 2.17925 -1.233
C -2.66292 9.15591 1.26458 0.076
O -3.53468 9.39214 0.14259 -0.369
C -3.03472 10.16446 -0.81829 0.778
O -1.92888 10.64102 -0.84844 -0.556
O -3.96883 10.31490 -1.75903 -0.346
C -3.59552 11.18991 -2.82791 -0.634
H -3.56637 10.66104 2.50757 0.308
H -1.96934 10.11224 3.05398 0.363
H -2.11362 11.20312 1.66978 0.334
H -3.10602 8.31333 1.79097 0.263
H -1.68117 8.84446 0.90975 0.210
H -2.65606 10.87505 -3.27683 0.292
H -3.50638 12.21262 -2.46582 0.293
H -4.39662 11.12688 -3.55795 0.222
C -5.56089 3.66187 10.03887 -1.094
C -4.31344 4.36082 9.54699 -0.193
O -3.93641 3.93558 8.22243 -0.360
C -4.67770 4.42431 7.23362 0.767
O -5.59665 5.19262 7.33606 -0.546
O -4.22021 3.91434 6.08220 -0.307
C -4.99129 4.29521 4.93907 -0.713
H -5.43296 2.57967 9.99444 0.293
H -5.76594 3.94999 11.06962 0.357
H -6.42367 3.92529 9.42959 0.315
H -3.46057 4.10260 10.17118 0.288
H -4.42571 5.44452 9.56253 0.318
H -5.08377 5.37722 4.87019 0.338
H -5.98052 3.84287 4.98158 0.352
H -4.46036 3.92427 4.06622 0.183
```

Results
total charge: +1
E_tot: -128005.469 eV
F_max: 2.6 eV/A

=====

[3]
ORCA calculation (the ωB97M-V functional and the def2-TZVPD basis) on a cluster of 9 separate species, C37H74BBr16F3NO5S in total at a distorted geometry.

XYZ file:
```
138
Properties=species:S:1:pos:R:3:mulliken_charge:R:1
C 5.44214 -3.23682 -2.35475 -0.545
C 4.96426 -2.50130 -3.60030 -0.519
C 4.49664 -1.06440 -3.28724 -0.041
O 3.13536 -0.81268 -3.47954 -0.267
C 2.28139 -1.59927 -2.62522 -0.439
B 0.92114 -0.83986 -2.01542 0.783
C -0.36190 -1.85567 -2.27196 -1.012
C -0.80083 -1.92186 -3.73057 0.833
O 0.12179 -1.26331 -4.60062 -0.371
C -0.99919 -3.34869 -4.23574 0.355
F -1.08978 -3.42257 -5.58836 -0.316
F -0.04212 -4.22576 -3.88656 -0.272
F -2.18182 -3.87973 -3.77813 -0.281
O 1.10466 -0.65131 -0.49578 -0.482
C 1.37831 0.66683 -0.25063 1.383
S 3.21124 0.88045 -0.63082 -0.368
C 1.02800 1.00037 1.22218 -0.995
C 2.14153 1.10810 2.24572 0.883
C 1.55951 1.20079 3.67282 -0.707
C 2.48166 1.94553 4.63790 -0.698
N 3.86068 1.42836 4.67117 -0.513
C 0.47466 1.38832 -1.35322 1.556
C -0.98993 1.32686 -0.87033 -1.382
C -2.04941 1.98478 -1.77814 -1.056
C -2.04900 1.55105 -3.24252 -0.623
C 0.87715 2.81647 -1.74399 -2.080
C 1.21506 3.80113 -0.61282 -0.261
C 0.04464 4.51139 0.06958 -0.122
C 0.59922 5.52551 1.07114 -0.802
O -0.37450 6.01754 1.98420 -0.411
C -0.24474 5.53521 3.31323 -0.625
O 0.72541 0.56138 -2.46257 -0.914
H 6.05746 -4.11572 -2.58295 0.444
H 6.00900 -2.56635 -1.70356 -0.172
H 4.58449 -3.58994 -1.77282 0.146
H 4.15888 -3.08262 -4.05966 0.247
H 5.78120 -2.47311 -4.33037 0.368
H 5.04684 -0.37371 -3.93597 0.364
H 4.78396 -0.82848 -2.24914 -0.056
H 1.97026 -2.47072 -3.21575 0.231
H 2.84740 -1.99356 -1.76722 0.237
H -0.13438 -2.84484 -1.86210 0.471
H -1.21229 -1.48361 -1.69180 0.168
H -1.79402 -1.47314 -3.85182 -0.132
H -0.38254 -0.71610 -5.22387 -0.023
H 3.33967 2.20717 -0.60614 0.005
H 0.29932 0.24703 1.53271 0.379
H 0.50494 1.96210 1.23195 -0.118
H 2.78093 0.22278 2.19574 -0.628
H 2.75386 1.99917 2.07373 0.196
H 1.46517 0.17196 4.04493 0.273
H 0.57852 1.68593 3.64442 0.456
H 2.53469 2.98342 4.29088 0.396
H 2.08173 1.90426 5.64670 0.076
H 4.50800 2.01181 4.15350 0.254
H 3.93320 0.46604 4.35444 0.196
H -1.28347 0.28939 -0.69913 0.777
H -1.07641 1.81607 0.09984 0.206
H -1.99927 3.07421 -1.68258 0.169
H -3.02912 1.70451 -1.36571 0.568
H -2.41261 0.52366 -3.31121 -0.160
H -1.07538 1.65708 -3.71979 0.123
H -2.76918 2.16692 -3.79697 0.593
H 1.77045 2.69694 -2.36121 0.367
H 0.12096 3.27989 -2.38612 0.724
H 1.85129 4.58805 -1.04174 0.463
H 1.80474 3.32104 0.17059 -0.314
H -0.55629 5.05541 -0.66609 0.374
H -0.58357 3.82088 0.63834 -0.025
H 1.42815 5.04007 1.60520 0.359
H 1.04464 6.36738 0.52635 0.356
H -0.73752 6.25138 3.97676 0.273
H -0.73556 4.56049 3.43011 0.251
H 0.80612 5.46210 3.61350 0.312
Br -4.73729 -0.57669 2.41442 -0.112
C -5.68491 1.12060 2.44300 -0.180
C -7.07742 1.00031 1.88608 -0.607
Br -7.10040 0.84860 -0.05138 -0.136
H -5.07369 1.83032 1.89500 0.401
H -5.74420 1.40376 3.49109 -0.114
H -7.65082 1.89575 2.11860 0.356
H -7.59753 0.12563 2.26505 0.388
Br 7.61269 -6.02461 -0.12507 -0.151
C 9.29124 -5.10511 0.21311 -0.604
C 9.07417 -3.74956 0.82680 -0.490
Br 8.47285 -2.42665 -0.46671 -0.085
H 9.81912 -5.04971 -0.73396 0.379
H 9.83859 -5.74615 0.90145 0.361
H 10.01180 -3.36127 1.21990 0.347
H 8.33376 -3.77832 1.61986 0.251
Br 5.59414 -0.95576 4.63884 -0.195
C 4.67088 -2.31435 3.59451 -0.540
C 5.35727 -2.57856 2.28076 -0.568
Br 5.04710 -1.15970 1.00122 0.097
H 3.65258 -1.96296 3.45875 0.276
H 4.67015 -3.20901 4.21420 0.465
H 4.95538 -3.48099 1.82241 0.431
H 6.43336 -2.67329 2.39256 0.135
Br -3.57760 -5.48906 -0.35637 -0.113
C -3.59060 -6.59232 -1.95283 -0.278
C -4.98602 -6.86511 -2.44388 -0.597
Br -5.90764 -8.19064 -1.35304 -0.175
H -3.05054 -7.50252 -1.71122 0.406
H -3.03559 -6.02446 -2.69803 0.014
H -4.95945 -7.28436 -3.44743 0.364
H -5.60519 -5.97359 -2.43604 0.373
Br -7.10254 -0.40761 -3.50250 -0.110
C -6.94616 -1.32290 -5.20790 -0.582
C -5.52247 -1.59103 -5.60228 -0.578
Br -4.61894 -0.00795 -6.27437 -0.101
H -7.46774 -0.71448 -5.94047 0.369
H -7.47654 -2.26335 -5.07142 0.356
H -5.50059 -2.29990 -6.42751 0.375
H -4.91909 -1.96922 -4.78226 0.269
Br -1.13432 1.03847 -7.25981 -0.075
C -2.33873 2.40680 -7.92639 -0.657
C -1.59338 3.57765 -8.50885 -0.646
Br -0.82462 4.71156 -7.13010 -0.130
H -2.97752 2.69542 -7.09607 0.386
H -2.93786 1.92044 -8.69440 0.398
H -2.27272 4.21718 -9.06907 0.370
H -0.77386 3.26456 -9.14837 0.390
Br 0.52622 3.55040 7.40947 -0.119
C -0.52460 2.11338 8.18526 -0.551
C -0.02141 1.72016 9.54825 -0.577
Br 1.61872 0.68240 9.44077 -0.140
H -0.49203 1.28900 7.47887 0.361
H -1.54159 2.49516 8.25143 0.271
H -0.74426 1.07827 10.04779 0.363
H 0.19388 2.58280 10.17116 0.362
Br -6.57011 2.96544 5.94275 -0.151
C -6.57676 1.22595 6.81458 -0.596
C -5.50527 1.12541 7.86712 -0.595
Br -3.74229 0.91220 7.07857 -0.106
H -6.45319 0.48289 6.03189 0.334
H -7.56357 1.12469 7.26143 0.377
H -5.66326 0.24241 8.48286 0.360
H -5.46342 2.00832 8.49736 0.391
```

Results
total charge: -1
E_tot: -1191644.380 eV
F_max: 1.1 eV/A